Entry 1:
Formula: C6H15N2O
Source: the Open Molecules 2025 dataset
Level of theory: ωB97M-V/def2-TZVPD

Output
Kohn-Sham gap: 0.388 hartree
Energy relative to the best compared isomer or geometry (same formula, charge and spin): 91.6 kcal per mole

```
! RIJCOSX wB97M-V def2-TZVPD def2/J DEFGRID3
* xyz 1 1
C 0.51808 -1.98094 1.46957
C 0.51994 -0.73155 0.67346
C 0.11652 -0.86040 -2.18275
C -2.35011 0.97687 0.00948
C 2.18097 1.22941 0.73914
C -0.73401 -0.49600 -0.90752
N -1.06460 0.83237 -0.62044
N 0.85118 0.61631 1.17421
O 1.48116 -1.61350 0.51549
H 0.81029 -1.97885 2.57543
H -0.25264 -2.62057 1.28088
H 0.14231 0.09843 -2.64496
H -0.36102 -1.62204 -2.78862
H 1.06254 -1.33655 -1.86345
H -2.46715 0.36200 0.93429
H -2.57865 2.04211 0.25976
H -3.16569 0.72090 -0.72114
H 1.99974 1.34288 -0.33899
H 2.31213 2.17191 1.25722
H 2.96395 0.57667 0.87186
H -1.41550 -1.30879 -0.59499
H -0.86563 1.45044 -1.43251
H -0.09166 1.18150 0.29000
H 0.38784 0.94739 2.04457
*
```

---

Entry 2:
Formula: C34H54N3O3SV
Source: the Open Molecules 2025 dataset
Level of theory: ωB97M-V/def2-TZVPD

Output
Kohn-Sham gap (spin up / spin down): 0.283 / 0.275 hartree
Energy relative to the best compared isomer or geometry (same formula, charge and spin): 7.5 kcal per mole

```
! RIJCOSX wB97M-V def2-TZVPD def2/J DEFGRID3
* xyz 1 2
V -0.28805 0.13872 -0.57499
C 2.23198 -1.33787 -0.87295
N 1.86368 0.04844 -0.45528
C 2.54879 1.01248 -1.36046
C 2.33760 0.31787 0.92956
C 1.46246 -0.35400 1.95488
N 0.04609 0.02391 1.76686
C -0.84279 -0.97025 2.42557
C -2.17839 -1.22661 1.77359
C -3.32414 -1.30899 2.55756
C -4.52361 -1.75051 2.01761
C -4.50586 -2.16652 0.68364
C -3.38226 -2.12032 -0.13441
C -2.23460 -1.58027 0.43915
O -1.08893 -1.35361 -0.34452
C -3.38739 -2.69239 -1.56513
C -3.12271 -1.59204 -2.60231
C -2.29670 -3.77215 -1.66882
C -4.72449 -3.34766 -1.91799
C -5.83376 -1.79078 2.80736
C -6.48196 -3.17843 2.68920
C -5.61345 -1.48685 4.28825
C -6.78350 -0.73303 2.22038
C -0.18204 1.37568 2.34646
C -1.51835 1.98182 2.01872
C -2.35347 2.46240 3.00711
C -3.52173 3.14888 2.67641
C -3.79744 3.32474 1.32257
C -2.98417 2.84854 0.28922
C -1.84418 2.17987 0.68797
O -0.93960 1.65396 -0.24523
C -3.34358 3.03052 -1.19480
C -3.56966 1.64704 -1.82725
C -4.62543 3.84162 -1.38150
C -2.21232 3.76815 -1.93071
C -4.43725 3.68458 3.78249
C -5.65702 4.41361 3.21660
C -3.64710 4.66137 4.66426
C -4.93496 2.51192 4.63870
H 3.31647 -1.44668 -0.85080
H 1.86964 -1.52103 -1.87929
H 1.78351 -2.06816 -0.20458
H 3.62277 0.97682 -1.17463
H 2.18377 2.01961 -1.17405
H 2.36553 0.74530 -2.39229
H 2.34336 1.39639 1.06911
H 3.36863 -0.02538 1.03139
H 1.81391 -0.09268 2.95504
H 1.54043 -1.43394 1.86278
H -1.00395 -0.68039 3.46591
H -0.30123 -1.91461 2.44302
H -3.25426 -1.02720 3.60288
H -5.42011 -2.55950 0.26398
H -2.14880 -1.12745 -2.45675
H -3.89228 -0.81640 -2.55301
H -3.13876 -2.02341 -3.60727
H -1.29939 -3.35857 -1.52250
H -2.32573 -4.23236 -2.66040
H -2.45993 -4.55733 -0.92590
H -5.54908 -2.62928 -1.91921
H -4.97383 -4.16709 -1.23756
H -4.65183 -3.76370 -2.92557
H -5.79934 -3.95923 3.03448
H -6.77444 -3.41302 1.66302
H -7.38473 -3.21928 3.30394
H -4.93370 -2.20771 4.75154
H -6.56897 -1.54722 4.81380
H -5.21452 -0.48207 4.44540
H -7.02264 -0.94983 1.17603
H -6.32852 0.26116 2.26247
H -7.72085 -0.70727 2.78451
H 0.59651 2.03556 1.96627
H -0.06058 1.32277 3.43107
H -2.07694 2.30970 4.04694
H -4.69371 3.85882 1.04911
H -4.35024 1.09980 -1.29093
H -2.66690 1.03732 -1.82518
H -3.88704 1.75802 -2.86843
H -5.48992 3.35459 -0.92296
H -4.82800 3.93314 -2.45024
H -4.53560 4.85255 -0.97342
H -1.28131 3.20249 -1.92380
H -2.02516 4.74307 -1.47360
H -2.49827 3.93380 -2.97347
H -5.37129 5.28749 2.62476
H -6.28048 4.76402 4.04215
H -6.27230 3.75750 2.59391
H -3.25915 5.49355 4.07203
H -2.80271 4.17313 5.15756
H -4.29620 5.07052 5.44324
H -5.50241 1.80466 4.02840
H -5.59134 2.87766 5.43415
H -4.10886 1.97130 5.10960
O 0.20334 -0.89391 -4.57261
S -0.14377 0.28976 -3.82068
N -0.20479 0.18725 -2.33763
*
```